i:
ORCA calculation (wB97M-V/def2-TZVPD) on C5H13N in the gas phase.

Each line ends with the Mulliken charge.
Element x y z (Å)
H1 1.4334 -2.5315 -0.5990  0.350
H2 -0.2603 0.8079 1.7661  0.256
C1 -1.0390 2.1104 0.2397  -1.270
H3 -1.5004 2.8331 0.9203  0.355
H4 0.9682 0.9312 -0.9522  0.367
C2 -0.0477 -0.8772 -0.3963  0.452
C3 0.8058 -1.8817 -1.2017  -1.453
H5 -1.8476 1.4007 0.0471  0.313
C4 0.7884 0.3613 -0.0344  -0.871
H6 -0.2065 -1.2919 1.6233  0.217
N1 -0.7884 -1.3391 0.7880  -0.610
H7 -0.7317 2.6164 -0.6611  0.325
H8 0.2181 -2.5179 -1.8618  0.368
C5 0.1268 1.3646 0.9211  -0.253
H9 -0.8749 -0.6354 -1.0735  0.177
H10 1.7378 0.0364 0.3937  0.349
H11 -1.0016 -2.3335 0.7336  0.242
H12 0.8186 2.1686 1.1885  0.328
H13 1.4011 -1.2224 -1.8415  0.358

Results
Net charge ... 0
Spin multiplicity ... 1
LUMO level ... 1.1786 eV
Orbital gap ... 10.447 eV



ii:
ORCA calculation (wB97M-V/def2-TZVPD) on C5H13N in the gas phase.

Each line ends with the Mulliken charge.
Element x y z (Å)
H1 0.8462 2.5710 -0.5002  0.407
N1 0.2565 -1.5614 -0.5280  -0.692
C1 -0.5015 -1.3258 1.8492  -1.164
H2 1.4150 -1.0067 1.0967  0.219
H3 0.8866 -1.3253 -1.4061  0.232
H4 0.6553 -2.5245 -0.3039  0.280
H5 -1.3120 0.3939 0.2624  0.293
H6 -0.3832 -2.4674 2.0298  0.340
H7 1.4058 1.0206 -0.7798  0.341
H8 -0.0963 1.1644 1.5548  0.275
H9 -1.6910 -1.1103 1.5086  0.251
H10 -0.8736 2.6293 -2.0608  0.228
C2 -0.3220 1.5448 -1.8571  -0.900
H11 -1.2782 0.8227 -1.6359  0.224
C3 -0.2348 0.7096 0.5338  -0.632
C4 0.5006 1.5268 -0.6137  -0.550
H12 -0.1687 -0.7895 2.8731  0.272
C5 0.3632 -0.7309 0.7434  0.286
H13 -0.0344 1.2038 -2.8768  0.288

Results
Net charge ... 0
Spin multiplicity ... 1
LUMO level ... 1.0732 eV
Orbital gap ... 10.221 eV



Tell me which of them is the most stable. Sure, it is i.



i:
ORCA calculation (wB97M-V/def2-TZVPD) on 2 unconnected molecules or ions with the total composition C5H13N.

Each line ends with the Mulliken charge.
Element x y z (Å)
H1 3.6373 1.0832 -0.0957  0.287
H2 -0.2973 -0.9567 -1.4819  0.241
C1 -1.6433 -0.5902 1.6048  -1.094
H3 -0.9495 0.1267 2.0301  0.331
H4 3.4699 -0.6218 0.0004  0.341
C2 -1.0629 0.8106 -0.4341  -0.368
H5 -1.9029 -0.4564 -2.1486  0.454
C3 -0.9726 -0.1415 -1.6696  -1.098
C4 2.8853 0.2887 -0.0532  -0.758
H6 1.6058 -0.5181 1.2249  0.297
N1 1.8477 0.4371 0.9608  -0.614
H7 -2.4741 -0.6827 2.3190  0.371
H8 -0.5052 0.4385 -2.4883  0.328
H9 0.9723 0.6158 0.4578  0.264
H10 2.5790 0.2244 -1.1105  0.220
H11 -1.2628 -1.5944 1.4518  0.230
H12 -2.8933 -0.3814 -0.1396  0.358
H13 -1.0337 1.8435 -0.7331  0.417
C5 -1.9996 0.0748 0.3050  -0.207

Results
Net charge ... 0
Spin multiplicity ... 1
LUMO level ... -0.2358 eV
Orbital gap ... 7.460 eV



ii:
ORCA calculation (wB97M-V/def2-TZVPD) on C5H13N in the gas phase.

Each line ends with the Mulliken charge.
Element x y z (Å)
C1 -1.0211 -1.5963 -0.2848  -0.949
H1 -1.2240 -0.4129 -2.4880  0.334
H2 -1.5777 -1.9041 0.6262  0.318
C2 -1.6108 0.2392 -1.6625  -1.011
H3 0.9285 -0.2482 -1.1234  0.301
H4 0.6615 -0.5496 1.6238  0.344
H5 0.6778 2.0035 1.7891  0.355
C3 1.5335 1.3044 1.7246  -1.387
H6 -0.0645 -1.9813 0.0973  0.336
H7 0.3574 1.3894 -0.7537  0.508
C4 1.1614 0.0713 0.8886  -0.294
H8 -1.3165 -2.1549 -1.1727  0.323
C5 0.4075 0.3664 -0.3963  -0.671
H9 2.3727 1.9444 1.4395  0.320
H10 2.0886 -0.5019 0.7174  0.303
H11 -1.3805 1.2472 -1.9740  0.332
H12 -2.6408 -0.0821 -1.4711  0.360
H13 1.6409 0.9930 2.7703  0.353
N1 -0.9939 -0.1275 -0.3503  -0.172

Results
Net charge ... 0
Spin multiplicity ... 1
LUMO level ... 1.1786 eV
Orbital gap ... 9.804 eV



iii:
ORCA calculation (wB97M-V/def2-TZVPD) on C5H13N in the gas phase.

Each line ends with the Mulliken charge.
Element x y z (Å)
C1 -0.0347 0.3690 0.5563  0.833
H1 -0.3015 2.4665 -0.1563  0.367
H2 1.9722 -0.8358 -0.9063  0.289
H3 -0.1700 0.6496 -1.6083  0.402
H4 0.7621 -0.3000 0.8592  0.390
H5 -1.6161 -0.0603 -0.8396  0.379
H6 1.8231 -2.4529 -1.4771  0.326
H7 -1.9396 0.8524 1.5963  0.393
H8 -0.2166 -2.0264 -0.3094  0.280
H9 1.4042 -1.1550 -2.5262  0.270
C2 -1.1996 0.0598 1.5744  -1.608
C3 1.3176 -1.4811 -1.4844  -0.837
H10 -1.7919 -0.8295 1.3036  0.394
C4 -0.5398 -0.0355 -0.8495  -1.039
N1 -0.0986 -1.4455 -1.1339  -0.416
H11 -0.6834 -0.0448 2.5408  0.397
H12 -0.1430 2.3046 1.5491  0.402
C5 0.1987 1.8672 0.6002  -1.566
H13 1.2569 2.0976 0.7112  0.345

Results
Net charge ... 0
Spin multiplicity ... 1
LUMO level ... 1.1343 eV
Orbital gap ... 9.795 eV



Tell me which of them is the most stable. Sure, it is iii.



i:
ORCA calculation (wB97M-V/def2-TZVPD) on C7H9NSSi in the gas phase.

Each line ends with the Mulliken charge.
Element x y z (Å)
H1 -0.4168 2.6661 0.3383  0.240
C1 0.9228 -1.8567 -0.2176  -0.659
C2 0.3728 0.4646 0.2773  0.339
H2 -0.8399 1.5437 1.6545  0.213
Si1 -2.8086 -0.1363 -0.5202  0.296
N1 -1.8819 1.3022 -0.0746  -0.384
H3 3.7577 -0.0260 -0.1267  0.325
H4 2.2654 1.6647 0.4119  0.282
C3 1.7628 0.7019 0.2130  -0.396
H5 -2.4971 1.9489 0.3152  0.269
H6 -4.0060 -0.4695 0.1075  -0.144
C4 2.6658 -0.2391 -0.0911  -0.456
C5 2.2304 -1.4895 -0.4489  -0.470
C6 -0.5518 1.5559 0.6513  -0.227
S1 -1.5905 -1.5532 0.5536  -0.303
H7 0.3892 -2.8300 -0.2048  0.332
C7 0.0131 -0.8907 0.1432  0.505
H8 2.9233 -2.1084 -1.0333  0.333
H9 -2.7106 -0.2486 -1.9487  -0.095

Results
Net charge ... 0
Spin multiplicity ... 1
LUMO level ... 0.7433 eV
Orbital gap ... 9.108 eV



ii:
ORCA calculation (wB97M-V/def2-TZVPD) on 2 unconnected molecules or ions with the total composition C7H9NSSi.

Each line ends with the Mulliken charge.
Element x y z (Å)
N1 -1.6140 -0.0984 0.9676  -0.500
C1 1.4136 -0.9875 -2.5245  -0.498
C2 0.3464 0.4666 -0.4774  0.550
H1 -1.7288 -0.3096 1.9130  0.189
H2 -2.3161 1.8944 4.9399  -0.062
H3 -1.9948 0.0066 4.0129  -0.068
H4 1.7620 2.1201 -0.9537  0.271
H5 2.7437 0.6707 -2.8865  0.238
C3 1.8818 0.2956 -2.2165  -0.248
C4 -0.0123 -0.8829 -0.6272  0.089
H6 -1.6142 -2.1100 0.0550  0.405
H7 1.8335 -1.5457 -3.3739  0.335
C5 1.3214 1.1034 -1.2480  -0.494
C6 -0.9305 -1.3439 0.3727  -0.315
Si1 -1.1573 1.0010 4.7719  0.168
S1 -0.4230 1.2731 0.9370  -0.084
H8 -0.2751 -1.6113 1.2052  0.266
C7 0.4411 -1.6007 -1.7023  -0.639
H9 0.1984 -2.6304 -1.6953  0.399

Results
Net charge ... 0
Spin multiplicity ... 1
LUMO level ... -1.1575 eV
Orbital gap ... 6.640 eV



Tell me which of them is the most stable. Sure, it is i.



i:
ORCA calculation (wB97M-V/def2-TZVPD) on a gas-phase ion, C2HO2S2 (charge -1).

Each line ends with the Mulliken charge.
Element x y z (Å)
C1 1.2598 0.0164 -0.2193  0.168
C2 -0.2839 0.3769 0.2034  0.582
S1 1.8106 -1.2151 0.7027  -0.459
O1 1.8044 0.7251 -1.0288  -0.572
S2 -1.3253 -0.8028 -0.5844  -0.235
H1 -2.3800 -0.3015 0.0300  0.107
O2 -0.8856 1.2009 0.8964  -0.591

Results
Net charge ... -1
Spin multiplicity ... 1
LUMO level ... 3.2720 eV
Orbital gap ... 7.156 eV



ii:
ORCA calculation (wB97M-V/def2-TZVPD) on a molecular structure, C2HO2S2.

Each line ends with the Mulliken charge.
Element x y z (Å)
S1 -0.2242 2.2221 0.4839  -0.449
H1 0.7898 3.0113 0.5706  0.056
C1 2.5683 -0.3410 0.5404  0.448
O1 2.6916 -0.4765 1.6965  -0.449
S2 3.5232 -0.4830 -0.7225  -0.455
O2 0.2538 -0.2197 -0.8897  -0.333
C2 0.8504 0.4102 -0.1168  0.182

Results
Net charge ... -1
Spin multiplicity ... 1
LUMO level ... 3.4647 eV
Orbital gap ... 7.324 eV



Tell me which of them is the most stable. Sure, it is i.



i:
ORCA calculation (wB97M-V/def2-TZVPD) on 2 unconnected molecules or ions with the total composition C5H10NO3.

Each line ends with the Mulliken charge.
Element x y z (Å)
C1 0.6200 1.9967 -1.3728  0.571
H1 0.1473 -0.4086 3.2819  0.330
O1 0.4903 0.7689 -1.6869  -0.805
C2 -0.5773 2.5797 -0.5759  -0.819
C3 0.5021 -1.8118 1.5907  -0.512
N1 -0.7467 -1.3620 -0.4648  -0.320
H2 -0.8217 3.5826 -0.9563  0.338
H3 -0.2451 2.6439 0.4575  0.147
H4 -1.7003 -1.1838 -0.7471  0.218
H5 -0.0657 -0.6225 -0.7589  0.306
C4 -0.6737 -2.0561 0.6776  0.461
H6 0.5945 -2.5501 2.3980  0.312
H7 1.4444 -2.0327 1.0884  0.340
H8 1.5909 -0.0731 2.2775  0.274
O2 -1.6069 -2.7386 1.0921  -0.683
H9 0.0299 0.2916 1.6586  0.067
C5 0.5627 -0.4332 2.2826  -0.754
H10 -1.5216 2.0744 -0.7774  0.242
O3 1.5877 2.7209 -1.6464  -0.714

Results
Net charge ... -1
Spin multiplicity ... 1
LUMO level ... 3.7105 eV
Orbital gap ... 8.356 eV



ii:
ORCA calculation (wB97M-V/def2-TZVPD) on 2 unconnected molecules or ions with the total composition C5H10NO3.

Each line ends with the Mulliken charge.
Element x y z (Å)
H1 -0.9286 -1.7937 -0.7607  0.222
O1 -2.8269 -0.1876 0.0325  -0.631
O2 2.9523 0.1184 1.2481  -0.709
H2 2.3963 -1.8147 2.6459  0.281
H3 0.8092 -1.0205 2.4850  0.193
C1 -0.8475 2.4065 -0.5069  -0.853
O3 1.9980 -1.0627 -0.2954  -0.731
H4 -2.8520 2.0847 -1.3345  0.279
C2 2.2378 -0.7904 0.9007  0.536
H5 -1.4228 3.2187 -0.1025  0.261
C3 -1.8618 1.6175 -1.4262  -0.437
H6 -0.0355 2.7006 -1.1128  0.301
C4 1.5595 -1.6340 1.9425  -0.756
H7 0.8842 -2.5147 1.6233  0.202
H8 -0.2953 1.7814 0.2512  0.231
N1 -1.1110 -0.7560 -1.1418  -0.354
H9 -0.3835 -0.7233 -1.7745  0.164
C5 -2.0437 0.1805 -0.7934  0.473
H10 -1.6481 1.7481 -2.5096  0.327

Results
Net charge ... -1
Spin multiplicity ... 1
LUMO level ... 3.5432 eV
Orbital gap ... 7.331 eV



Tell me which of them is the most stable. Sure, it is i.